No. 1
ORCA calculation (ωB97M-V/def2-TZVPD) on a structure of composition C19H42NO2P3Pt in a non-equilibrium geometry.

2S+1 = 5
total charge = +4
orbital gap (alpha / beta) = 8.899 / 4.069 eV
E = -2096.224775 Eh
lowest unoccupied orbital energy (alpha / beta) = -10.794 / -15.650 eV
maximum force = 2.67 eV/Å

```
68
Properties=species:S:1:pos:R:3:forces:R:3:mulliken_charge:R:1
Pt 0.13119 0.35612 -0.83845 -0.97 -1.19 -0.26 1.337
P 2.17874 1.31084 -0.86169 2.11 0.92 1.36 0.649
P -1.13742 0.60090 -2.75026 -0.79 0.64 -1.58 0.331
P 0.38749 -1.96669 -0.90306 0.61 -1.70 0.67 0.256
O 1.05798 0.37231 2.66275 -0.33 -0.20 -0.40 -0.526
O 0.34864 4.82388 -2.30552 -0.36 2.17 -0.05 -0.312
N 1.97402 -0.63930 4.47340 -1.09 0.59 -1.03 -0.395
C -1.76151 5.68069 -2.85145 -2.17 0.48 -0.02 0.025
C -1.67817 -0.13564 0.41764 -0.32 0.88 1.16 -0.704
C 0.89815 -0.25405 3.72279 1.34 -0.55 1.18 0.712
C -1.05633 2.38730 -3.04633 -0.02 -0.04 -0.10 -1.319
C 2.92936 1.24810 -2.52309 -0.67 -0.11 0.03 -1.019
C -1.34657 1.23161 0.61777 -0.55 -0.65 0.38 -0.962
C -0.44011 -0.66687 4.26772 -0.41 0.06 -0.19 -1.190
C -0.02444 7.25601 -2.14860 -0.72 1.33 0.29 -0.746
C -1.00594 8.24928 -2.05830 1.71 -0.40 0.06 -0.400
C -0.45129 -0.23120 -4.21466 0.03 0.01 0.06 -1.127
C 2.00065 2.99850 -0.20204 -0.27 0.20 -0.26 -0.445
C -2.91832 0.23011 -2.64930 0.26 -0.16 0.14 -1.417
C -2.74312 6.65050 -2.62265 -0.09 -2.22 -0.83 -0.552
C 3.27108 0.46403 0.32011 -0.26 -0.19 -0.14 -0.870
C 1.76909 -2.48198 -1.96315 -0.10 0.47 -0.27 -1.287
C -2.37260 7.93607 -2.23323 -0.30 0.69 0.35 -0.396
C -0.45021 5.94138 -2.44648 1.64 -1.05 0.35 0.899
C 0.87026 -2.64489 0.71371 -0.26 0.31 -0.10 -1.153
C -1.06131 -2.93268 -1.42065 -0.14 0.34 -0.08 -1.154
H -1.39372 -2.66688 -2.43208 0.12 -0.15 0.21 0.334
H 0.60429 0.05363 -4.32899 -0.28 -0.11 -0.05 0.329
H 4.24261 0.98467 0.33181 -0.21 -0.13 -0.04 0.549
H 1.21927 5.05237 -1.90692 -0.59 0.35 -0.56 0.364
H 1.86130 -1.01132 5.40414 0.10 -0.02 -0.06 0.219
H -1.40710 2.91358 -2.14748 0.13 -0.21 -0.26 0.224
H 1.67053 -2.05326 1.15717 0.05 -0.04 -0.02 0.305
H -3.13187 8.71425 -2.06915 0.36 -0.38 -0.14 0.449
H 3.93131 1.69132 -2.50137 -0.05 -0.01 0.17 0.509
H 1.20759 -3.67146 0.53639 -0.06 0.06 0.13 0.591
H 2.87697 -0.30747 4.17138 0.08 -0.09 0.29 0.216
H -2.52060 -0.41848 -0.22606 0.57 0.05 0.11 0.487
H 3.41580 -0.58336 0.01475 0.10 0.36 0.09 0.356
H 2.70524 -2.03364 -1.61046 -0.16 -0.20 -0.06 0.360
H 1.28336 3.57711 -0.81231 0.39 -0.51 0.47 -0.348
H -1.88975 -2.77296 -0.72008 0.17 -0.14 -0.12 0.367
H 1.83050 -3.57475 -1.88043 0.04 0.15 -0.08 0.562
H 3.00574 0.19757 -2.82914 0.07 0.22 0.01 0.320
H -0.74613 9.28510 -1.82821 0.13 -0.38 -0.05 0.436
H -0.03088 2.70882 -3.26840 -0.34 -0.16 0.04 0.397
H -3.80546 6.38205 -2.76081 0.72 0.32 -0.10 0.418
H 1.03105 7.47594 -1.99032 -0.25 0.03 0.07 0.423
H -3.39669 0.57367 -3.57465 0.09 -0.08 0.10 0.497
H 2.80254 0.48979 1.32193 0.09 0.07 -0.35 0.109
H -0.52301 -0.43816 5.34386 -0.03 -0.11 -0.48 0.466
H -1.98760 4.70877 -3.29048 -0.15 0.43 0.36 0.375
H 2.98297 3.50321 -0.18163 -0.26 -0.22 -0.01 0.612
H -1.00940 0.09491 -5.10556 0.13 -0.08 0.20 0.517
H 2.30537 1.79379 -3.23889 0.18 -0.07 0.04 0.311
H -1.92894 2.01972 0.12924 0.28 -0.29 -0.01 0.442
H 1.59856 -2.19527 -3.00554 0.09 -0.17 0.10 0.341
H -0.80429 1.49625 1.52817 0.14 -0.09 -0.25 0.294
H -0.53245 -1.32437 -4.13341 0.01 0.32 -0.03 0.355
H -3.35495 0.76905 -1.80060 -0.03 -0.10 -0.21 0.455
H -0.77235 -3.99351 -1.40184 -0.07 0.21 -0.01 0.527
H 1.60779 2.92542 0.82727 0.23 -0.04 -0.35 0.323
H -1.20854 -0.12308 3.70631 0.04 -0.09 0.33 0.216
H -1.38939 -0.85659 1.19100 0.01 0.30 -0.32 0.387
H -3.08018 -0.84908 -2.53792 -0.08 0.25 -0.03 0.363
H 0.02391 -2.63893 1.40238 0.06 -0.13 -0.02 0.333
H -0.61837 -1.74879 4.13009 0.22 0.39 0.14 0.313
H -1.70242 2.65739 -3.88951 0.08 -0.12 0.01 0.665
```
Forces are in eV/Å.



No. 2
ORCA calculation (ωB97M-V/def2-TZVPD) on a cluster of 2 separate species, C16H32BrFN2O7PS in total.

total charge = +1
orbital gap = 8.371 eV
E = -4678.273175 Eh
lowest unoccupied orbital energy = -2.562 eV
maximum force = 0.92 eV/Å

```
61
Properties=species:S:1:pos:R:3:forces:R:3:mulliken_charge:R:1
Br 1.23129 -1.86200 -3.35649 0.02 0.10 0.03 -0.099
S 4.19488 -3.15247 -1.52093 0.18 -0.26 -0.18 -0.150
P -0.45937 -0.93740 -2.31057 -0.16 -0.15 -0.08 -0.265
F -2.27983 1.39734 1.25987 0.04 -0.18 -0.14 -0.390
O -0.70015 0.42539 -3.17706 -0.06 -0.34 0.32 -0.284
O -0.39897 3.45271 -0.98463 0.20 -0.23 0.10 -0.737
O -0.97965 5.25028 -2.19046 0.13 0.05 -0.02 -0.363
O -2.07456 -3.23334 2.32381 0.29 0.25 0.15 -0.555
O -1.19364 3.22977 -3.06078 -0.14 0.18 -0.16 -0.179
O -1.21784 -0.56294 2.99992 0.07 0.10 -0.12 -0.450
O 0.50403 -0.75383 1.60095 -0.17 0.32 -0.35 -0.469
N -0.78745 0.80394 -0.35323 0.00 0.25 0.02 0.365
N 1.11770 -2.31626 -0.06494 -0.30 -0.08 0.07 0.283
C -2.52404 -1.04253 3.32208 -0.06 -0.01 0.21 -0.703
C 2.48521 -0.31508 0.47945 -0.30 0.41 -0.35 -1.255
C -2.18058 6.67165 -3.77833 -0.12 -0.03 0.26 -1.440
C 0.34693 -0.07098 -0.81560 0.43 -0.36 -0.74 -1.185
C 4.46949 -1.69679 -0.49605 0.04 0.18 0.06 -0.929
C -0.87145 -0.53736 1.66345 -0.13 -0.13 0.40 -0.017
C -2.55443 -2.55147 3.49028 -0.24 -0.25 0.12 0.435
C -1.75015 -3.01443 4.69676 -0.10 -0.20 -0.02 -1.501
C -1.92522 4.12411 -3.93787 0.09 -0.01 -0.13 -0.560
C -0.81403 3.95505 -2.00143 -0.21 -0.06 0.07 0.565
C -1.30190 5.46281 -3.59710 -0.19 0.13 -0.19 0.452
C 1.09279 -3.29470 1.04502 0.08 -0.51 -0.12 -0.138
C -1.03507 0.86423 1.11445 0.13 0.29 0.08 -0.080
C 2.33002 -3.32821 1.92518 -0.25 -0.28 0.12 -1.122
C 3.50796 -0.50993 -0.64309 0.22 0.14 0.23 -0.386
C 1.07658 -0.91888 0.28113 0.37 -0.23 0.65 0.659
H 2.46536 -2.42721 2.51944 0.06 0.06 -0.10 0.202
H 0.17823 -3.23448 1.64126 0.16 0.24 0.02 -0.028
H -1.79401 3.82236 -4.97231 0.12 -0.10 0.05 0.342
H 3.07875 -3.62781 -0.96298 -0.11 0.14 0.09 0.041
H -3.27608 -0.69043 2.61051 0.12 -0.02 -0.18 0.322
H -1.43645 -1.27884 1.07989 -0.02 -0.01 -0.05 0.426
H 0.12226 0.91243 -3.30939 0.03 0.29 -0.29 0.349
H -2.39567 -3.05401 5.57526 0.07 0.13 0.01 0.416
H -1.39706 -4.03042 4.51965 0.06 0.07 0.01 0.360
H 2.20219 -4.15138 2.63310 0.02 0.06 -0.01 0.523
H -2.76903 -0.58911 4.28438 0.00 0.03 -0.06 0.447
H 2.87295 -0.62419 1.44712 0.03 -0.18 -0.05 0.669
H -0.60506 1.76976 -0.71538 -0.21 0.23 0.14 0.301
H 1.03787 -4.26718 0.54278 -0.01 0.08 -0.03 0.594
H -3.60365 -2.83197 3.64208 0.02 0.04 0.03 0.461
H 3.03666 -0.51338 -1.62738 0.00 -0.09 0.00 0.122
H 5.46058 -1.37717 -0.82536 -0.04 -0.03 0.01 0.432
H -3.18485 6.49056 -3.39405 0.01 -0.02 0.00 0.348
H -0.28637 1.51498 1.56693 -0.13 0.07 0.05 0.356
H -0.35437 5.59147 -4.12416 0.05 -0.02 0.08 0.286
H 4.13956 0.38333 -0.61642 -0.07 0.01 -0.06 0.505
H 0.37523 -2.59520 -0.69201 -0.05 0.09 -0.03 0.224
H -1.66971 0.50446 -0.78954 -0.02 -0.03 0.11 0.498
H -2.77789 -3.26130 1.67731 -0.30 -0.11 -0.22 0.284
H -2.98094 4.07292 -3.66914 0.00 0.05 0.02 0.301
H 1.07079 0.62504 -1.24860 0.06 -0.08 0.17 0.706
H 4.58124 -1.96034 0.55734 -0.04 -0.10 -0.09 0.323
H -1.76770 7.52360 -3.24116 0.08 0.01 -0.08 0.367
H -0.90498 -2.36344 4.91287 0.07 -0.04 -0.10 0.296
H 2.31025 0.76456 0.56430 0.03 -0.04 0.22 0.447
H -2.25054 6.92721 -4.83428 0.02 -0.02 -0.02 0.387
H 3.21381 -3.56345 1.33410 0.11 0.20 0.06 0.191
```
Forces are in eV/Å.



- Which formula does entry 2 have?
  C16H32BrFN2O7PS